C18H25F3N4O4 in the gas phase, computed with ωB97M-V/def2-TZVPD.

Each line ends with the Mulliken charge.
Positions of all 54 atoms, in Å:
H1 -4.195 4.175 1.416  0.36
H2 -2.797 2.712 2.911  0.30
C1 0.916 0.480 -1.755  0.83
O1 4.380 -1.830 -1.484  -0.46
H3 1.455 -4.723 -0.256  0.27
C2 0.454 1.268 -0.540  -1.03
N1 -0.662 0.602 0.141  0.31
H4 -3.945 1.619 0.745  0.33
C3 -3.239 4.514 1.813  -1.55
C4 3.331 -2.175 -0.660  0.82
H5 -2.776 5.161 1.062  0.33
C5 0.806 1.094 -3.122  -0.91
C6 -2.313 3.354 2.169  0.58
C7 2.945 -4.005 1.107  -0.88
H6 2.257 -3.334 1.623  0.32
H7 -0.352 3.075 3.079  0.39
C8 2.077 -1.412 -0.728  0.31
F1 -4.271 0.571 -2.590  -0.25
O2 1.107 -1.743 -0.059  -0.86
H8 1.309 1.397 0.134  0.39
H9 3.653 -4.405 1.837  0.42
C9 -4.566 1.532 -1.715  0.89
H10 0.055 -0.999 -3.145  0.28
H11 0.819 -6.761 1.054  0.37
H12 0.684 -5.316 2.057  0.32
C10 1.387 -5.952 1.515  -1.27
H13 2.834 -5.799 -0.080  0.35
N2 -3.213 2.086 0.234  -0.11
F2 -5.382 1.003 -0.781  -0.31
N3 5.020 -3.561 -0.254  -0.60
C11 -3.272 2.116 -1.107  0.24
H14 -1.143 0.233 -2.504  -0.02
C12 5.339 -2.717 -1.169  -0.31
H15 6.273 -2.632 -1.699  0.42
H16 2.067 -6.395 2.245  0.32
H17 0.129 2.257 -0.863  0.42
H18 1.591 0.873 -3.833  0.34
H19 0.390 2.089 -3.187  0.24
C13 -2.005 2.506 0.938  0.01
O3 -2.428 2.561 -1.854  -0.58
H20 -0.348 -0.331 0.404  0.32
C14 2.150 -5.149 0.472  -0.24
N4 2.080 -0.348 -1.565  -0.15
H21 -0.483 4.507 2.039  0.37
H22 -1.220 4.504 3.639  0.42
C15 -1.207 1.229 1.253  -0.43
H23 2.942 -0.094 -2.019  0.32
H24 -1.454 3.110 0.215  0.45
C16 -0.116 -0.021 -2.720  -0.48
C17 3.713 -3.233 0.093  0.41
F3 -5.247 2.487 -2.352  -0.26
C18 -1.011 3.883 2.768  -1.59
O4 -1.082 0.817 2.383  -0.64
H25 -3.438 5.121 2.696  0.46

As for the SMILES: CCCc1ncoc1C(=O)NC1(CNC(=O)[C@@H](NC(=O)C(F)(F)F)C(C)C)CC1. The value obtained for the energy relative to the best compared isomer or geometry (same formula, charge and spin) is 66.70 kJ/mol. As for the HOMO-LUMO gap: 0.371 Eh. Its net charge is 0.

***

A molecular structure, H24HeO12, computed with ωB97M-V/def2-TZVPD.

Each line ends with the Mulliken charge.
Positions of all 37 atoms, in Å:
H1 0.189 18.707 13.099  0.27
H2 -3.040 19.553 10.276  0.39
H3 1.732 19.747 8.898  0.31
H4 0.243 19.548 8.706  0.25
O1 -3.443 19.465 9.412  -0.69
H5 -1.406 14.972 13.442  0.38
H6 -1.403 17.236 8.383  0.40
He1 -0.510 17.712 10.791  0.02
H7 -3.571 16.610 11.225  0.34
H8 -2.593 19.533 12.542  0.30
O2 0.162 17.839 13.502  -0.63
H9 0.030 16.118 12.456  0.34
O3 -0.161 15.328 11.950  -0.70
H10 -2.711 14.385 13.937  0.31
O4 -2.073 15.075 14.120  -0.64
H11 1.369 21.001 12.544  0.28
O5 -2.096 19.583 11.725  -0.54
O6 -4.019 15.204 9.600  -0.64
H12 -0.998 14.916 8.672  0.33
H13 -0.243 17.984 14.356  0.32
H14 -3.076 15.061 9.513  0.40
O7 -3.672 16.691 12.174  -0.59
H15 -4.255 15.721 8.830  0.28
H16 0.685 14.889 11.864  0.31
O8 0.752 20.403 12.123  -0.60
O9 0.948 19.425 9.343  -0.62
O10 2.909 17.615 10.631  -0.62
H17 0.978 20.439 11.194  0.29
H18 -2.779 16.638 12.516  0.29
O11 -1.283 15.590 9.290  -0.71
H19 -0.704 15.485 10.044  0.31
H20 -2.769 19.052 8.873  0.44
H21 -1.182 19.641 12.003  0.20
O12 -1.837 17.965 7.939  -0.71
H22 -2.704 17.628 7.716  0.28
H23 2.933 16.972 9.922  0.31
H24 2.245 18.249 10.358  0.34

The value obtained for the energy relative to the best compared isomer or geometry (same formula, charge and spin) is 77.25 kJ/mol. As for the HOMO-LUMO gap: 0.352 Eh. Its net charge is 0.

***

2 unconnected molecules or ions with the total composition C7H7O3, computed with ωB97M-V/def2-TZVPD.

Each line ends with the Löwdin spin population.
Positions of all 17 atoms, in Å:
H1 -3.493 1.570 3.067  0.10
H2 -1.535 7.178 2.792  0.00
O1 -0.742 0.552 4.796  0.30
C1 -3.399 4.306 2.499  0.04
H3 -1.385 0.714 4.085  0.01
H4 -4.414 3.917 2.298  0.01
C2 -1.050 3.767 3.005  0.04
O2 -2.193 1.396 1.409  0.95
C3 -2.360 3.381 2.643  0.15
C4 -2.732 1.964 2.333  0.64
H5 0.239 5.473 3.272  0.00
C5 -1.770 6.104 2.771  0.02
C6 -3.090 5.669 2.514  0.00
H6 -0.268 3.019 3.231  0.00
H7 -3.893 6.365 2.298  0.00
C7 -0.772 5.140 3.048  0.00
O3 -0.699 -0.783 4.895  0.72

The value obtained for the energy relative to the best compared isomer or geometry (same formula, charge and spin) is 47.74 kJ/mol. As for the HOMO-LUMO gap (spin up / spin down): 0.279 / 0.250 Eh. Its net charge is 0. Its spin multiplicity is 4.

***

3 unconnected molecules or ions with the total composition C33H53N4O6PS, computed with ωB97M-V/def2-TZVPD.

Each line ends with the Löwdin spin population.
Positions of all 98 atoms, in Å:
C1 -2.225 2.556 2.666  0.00
C2 1.420 -2.018 -2.390  0.00
H1 5.441 -7.731 -2.330  0.00
O1 2.326 -5.263 -2.227  0.58
C3 -1.246 -0.956 0.419  0.00
H2 0.560 -1.599 -3.005  0.00
S1 0.920 -2.428 -0.649  0.00
H3 0.299 6.404 -0.548  0.00
C4 -0.681 0.542 2.090  0.00
H4 -1.721 4.573 -2.839  0.00
H5 4.397 -6.801 -3.382  0.00
H6 -1.399 -3.154 0.003  0.00
H7 -4.923 3.237 -1.699  0.00
H8 -4.428 4.186 -3.095  0.00
N1 2.502 -6.212 -1.297  0.33
C5 0.293 1.025 3.185  0.00
O2 2.207 -1.044 2.817  0.00
H9 -3.174 -0.501 -0.685  0.00
H10 -2.974 6.184 -3.617  0.00
C6 4.406 -7.403 -2.465  0.01
C7 -0.631 6.170 -0.025  0.00
H11 5.411 -7.347 0.165  0.00
C8 -1.745 4.425 4.436  0.00
C9 3.963 -6.542 -1.267  0.02
H12 3.642 -1.552 -2.218  0.00
H13 -3.389 7.866 -3.370  0.00
C10 2.059 -8.201 -2.792  0.01
H14 -5.267 6.346 -2.769  0.00
C11 3.516 -8.623 -2.672  0.00
C12 -5.524 5.103 -0.332  0.00
C13 -0.365 5.606 5.847  0.00
H15 3.979 -8.326 0.052  0.00
N2 -3.000 5.361 -0.346  0.34
H16 1.474 -9.273 -0.557  0.00
C14 -2.501 -0.148 0.161  0.00
C15 -0.920 -2.244 -0.469  0.00
C16 2.667 -1.007 -2.455  0.00
H17 -0.854 7.034 0.605  0.00
H18 2.484 -0.213 -1.671  0.00
H19 -5.437 4.255 0.353  0.00
H20 0.269 5.568 6.789  0.00
C17 1.859 3.300 5.720  0.00
O3 1.660 -0.412 5.247  0.00
H21 -0.891 6.605 5.804  0.00
C18 -4.444 6.517 -2.067  0.01
C19 -3.200 6.925 -2.845  0.00
C20 0.142 -6.846 -1.977  0.00
H22 3.576 1.084 4.585  0.00
C21 -0.023 2.303 3.973  0.00
H23 -0.536 -7.698 -2.077  0.00
H24 0.107 -6.307 -2.926  0.00
H25 3.639 -9.339 -1.854  0.00
H26 -1.063 3.809 -1.379  0.00
H27 -0.261 -6.191 -1.198  0.00
O4 -1.352 4.528 5.813  0.00
N3 -2.916 0.976 0.851  0.00
H28 -0.147 5.027 -2.254  0.00
H29 -0.435 5.313 0.626  0.00
C22 4.844 -5.274 -1.209  0.00
C23 -1.762 5.857 -1.029  0.02
H30 -5.765 5.992 0.255  0.00
H31 2.743 -0.604 -3.506  0.00
H32 3.926 -6.776 0.911  0.00
H33 -1.418 5.284 3.779  0.00
H34 0.376 5.514 4.982  0.00
H35 -4.753 7.367 -1.447  0.00
H36 2.698 3.753 6.295  0.00
C24 0.997 2.778 5.027  0.00
H37 4.804 -4.690 -2.132  0.00
H38 1.766 -2.978 -2.878  0.00
C25 -1.313 3.085 3.715  0.00
H39 4.544 -4.625 -0.381  0.00
H40 -1.124 7.345 -2.481  0.00
H41 -1.346 -2.084 -1.503  0.00
O5 -3.256 6.196 0.674  0.58
C26 -1.153 4.752 -1.926  0.00
H42 -6.384 4.918 -0.982  0.00
C27 -4.201 3.982 -2.045  0.00
H43 -3.191 3.124 2.473  0.00
H44 3.822 -9.146 -3.583  0.00
H45 5.894 -5.536 -1.057  0.00
H46 1.940 -7.649 -3.732  0.00
C28 1.566 -7.333 -1.615  0.02
H47 -2.207 7.973 -1.259  0.00
C29 4.327 -7.294 0.036  0.00
O6 3.221 1.169 3.669  0.00
C30 1.341 -8.208 -0.349  0.00
H48 0.898 0.116 5.587  0.00
H49 0.335 -8.083 0.061  0.00
C31 -2.018 7.102 -1.898  0.01
H50 1.991 -7.949 0.484  0.00
C32 -4.239 5.273 -1.178  0.02
H51 -2.889 4.433 4.425  0.00
C33 -1.955 1.292 1.822  0.00
N4 -0.323 -0.620 1.391  0.00
H52 1.433 -9.093 -2.890  0.00
P1 1.878 0.152 3.650  0.00
H53 -3.250 3.455 -2.007  0.00

As for the HOMO-LUMO gap (spin up / spin down): 0.253 / 0.253 Eh. Its net charge is 0. Its spin multiplicity is 3.

***

A molecular structure, C54H55Ge2InS5Se, computed with ωB97M-V/def2-TZVPD.

Each line ends with the Mulliken charge.
Positions of all 118 atoms, in Å:
H1 -2.025 -1.158 6.453  0.24
H2 3.251 2.235 0.404  0.02
H3 3.998 -1.993 1.868  0.49
H4 0.092 -2.783 2.028  -0.33
H5 1.426 2.842 -5.511  0.40
H6 3.248 -0.692 3.973  0.43
H7 -5.721 -1.401 2.482  0.51
C1 2.203 -4.466 -1.811  -1.25
C2 2.033 4.717 -1.204  -0.75
S1 0.498 1.667 0.204  0.33
Ge1 0.985 0.244 -1.469  0.01
S2 -4.014 -0.506 -3.234  -0.30
C3 2.155 -0.542 3.998  -1.29
H8 1.817 -6.263 1.115  0.37
H9 -9.198 0.757 -1.554  0.35
C4 0.502 1.366 3.605  0.75
H10 6.590 0.257 -3.165  0.30
H11 -0.572 6.034 -2.176  0.23
C5 2.650 3.201 3.422  0.69
C6 -7.312 1.540 -2.112  -0.64
H12 4.713 3.766 3.106  0.43
C7 3.505 1.360 -2.321  0.15
H13 1.731 -1.214 3.225  -0.17
H14 -5.299 2.071 -2.649  0.25
C8 3.705 -1.000 -1.848  -0.74
C9 5.564 0.189 -2.764  -0.82
C10 -6.617 -1.123 -2.522  -0.72
H15 -3.849 -3.590 -2.457  0.20
H16 5.189 2.315 -3.251  0.36
H17 1.809 -0.883 4.969  0.36
H18 -8.622 -1.624 -1.922  0.33
H19 0.773 7.063 -1.535  0.36
H20 -1.795 -4.623 -0.183  0.46
C11 1.768 -6.147 0.047  -1.77
C12 3.631 3.146 -0.033  -0.85
S3 -0.281 0.225 -3.232  -0.55
C13 -3.995 -1.870 1.356  0.21
C14 2.612 -3.235 -2.276  1.41
C15 2.895 0.145 -1.877  0.05
C16 2.058 2.283 -4.809  -1.55
H21 -0.712 -3.627 3.207  0.32
H22 4.648 -1.133 0.456  0.38
C17 -1.143 3.243 3.209  -1.78
C18 -4.942 -0.872 1.953  -1.82
C19 -2.388 -3.873 0.273  -0.94
C20 -2.559 -1.614 4.344  -0.46
C21 2.758 2.679 -2.354  -0.55
C22 0.243 2.714 3.464  1.09
C23 0.441 6.320 -2.288  -1.44
C24 2.692 -2.896 -3.741  -1.71
C25 3.786 4.197 3.385  -1.74
H23 2.131 -3.518 -4.432  0.46
C26 2.783 3.537 -1.221  0.58
H24 -5.377 -0.312 1.126  0.33
S4 -2.888 0.718 -0.013  -0.30
H25 4.008 4.653 4.405  0.35
C27 -0.933 0.027 5.055  -0.12
H26 -5.321 -2.295 -0.347  0.21
H27 -0.170 -4.440 1.668  0.36
C28 -1.955 -3.192 1.424  0.34
H28 -4.428 -0.137 2.578  0.28
H29 3.082 2.368 -5.231  0.29
H30 3.926 1.466 3.542  0.23
C29 -5.651 -0.085 -2.702  0.62
C30 -6.019 1.256 -2.517  -0.25
C31 -1.258 -0.376 2.702  -0.40
C32 -7.907 -0.820 -2.126  -0.35
C33 2.298 -4.800 -0.439  0.78
C34 2.894 1.814 3.527  -0.83
H31 -7.543 2.580 -1.891  0.37
C35 3.166 -2.299 -1.378  0.05
C36 2.811 -3.841 0.446  -0.65
C37 -0.607 0.313 3.736  -0.29
H32 -0.377 0.455 5.889  0.45
H33 1.747 -5.191 -2.466  0.40
C38 -8.244 0.508 -1.938  -0.47
C39 5.049 -0.981 -2.243  0.28
Se1 -2.531 3.777 -3.062  -0.89
H34 -5.078 -4.451 -1.540  0.41
H35 4.651 2.953 -0.388  0.35
C40 2.058 3.068 -3.500  1.29
C41 1.346 3.622 3.394  -1.02
H36 3.637 3.974 0.691  0.14
C42 -4.013 -4.219 -1.598  -1.46
C43 -3.603 -3.538 -0.336  0.72
H37 1.127 4.635 3.128  0.33
C44 -2.212 -1.348 3.012  0.27
C45 -1.917 -0.905 5.372  -0.99
H38 -1.950 2.853 3.842  0.32
H39 -6.381 -2.162 -2.734  0.32
H40 1.739 1.254 -4.714  0.20
C46 4.811 1.342 -2.845  0.00
C47 -0.657 -3.578 2.112  -0.71
C48 -2.739 -2.169 1.912  0.77
H41 5.618 -1.892 -2.109  0.55
S5 0.165 -1.527 -0.239  -0.17
H42 3.720 -3.050 -4.022  0.37
In1 -2.444 1.412 -2.531  0.62
H43 2.376 -6.950 -0.412  0.46
Ge2 -1.029 0.070 0.781  0.45
C49 1.299 5.057 -2.322  0.64
C50 -4.421 -2.570 0.204  -0.52
H44 -3.327 -2.329 4.594  0.48
H45 -1.191 4.322 3.305  0.48
H46 3.026 -0.745 1.020  0.01
H47 -1.550 3.089 2.239  0.32
C51 3.229 -2.594 -0.048  1.50
H48 0.687 4.455 -4.344  0.26
C52 1.301 4.246 -3.475  -1.00
C53 3.736 -1.581 0.887  -1.60
H49 0.418 6.809 -3.276  0.36
C54 1.847 0.895 3.663  0.85
H50 0.738 -6.368 -0.252  0.31
H51 2.430 -1.837 -3.984  0.17
H52 1.973 5.374 -0.343  0.30
H53 -3.502 -5.203 -1.724  0.39
H54 2.878 -4.067 1.500  0.28
H55 3.597 5.021 2.739  0.39

The value obtained for the energy relative to the best compared isomer or geometry (same formula, charge and spin) is 137.82 kJ/mol. As for the HOMO-LUMO gap (spin up / spin down): 0.198 / 0.198 Eh. Its net charge is -2.

***

C6H9N in the gas phase, computed with ωB97M-V/def2-TZVPD.

Each line ends with the Mulliken charge.
Positions of all 16 atoms, in Å:
H1 -1.635 -1.662 1.086  0.25
C1 -0.634 -0.132 -0.064  -0.10
C2 0.716 0.084 0.104  0.98
H2 -0.520 3.079 -0.683  0.39
C3 -1.495 -1.346 0.045  -1.22
H3 2.761 -0.416 0.448  0.33
C4 1.783 -0.917 0.445  -1.16
H4 1.885 1.969 -0.067  0.39
C5 0.931 1.471 -0.127  -0.57
H5 -1.087 -2.177 -0.542  0.30
C6 -0.268 2.056 -0.438  -0.69
H6 -2.489 -1.128 -0.373  0.35
H7 -2.194 1.150 -0.595  0.20
H8 1.834 -1.740 -0.286  0.27
H9 1.622 -1.357 1.439  0.26
N1 -1.210 1.067 -0.391  0.02

As for the SMILES: Cc1cc[nH]c1C. The value obtained for the energy relative to the best compared isomer or geometry (same formula, charge and spin) is 10.99 kJ/mol. As for the HOMO-LUMO gap: 0.325 Eh. Its net charge is 0.

***

3 unconnected molecules or ions with the total composition C2H10N2O3, computed with ωB97M-V/def2-TZVPD.

Each line ends with the Mulliken charge.
Positions of all 17 atoms, in Å:
H1 0.241 0.473 1.793  0.35
C1 -0.649 -0.312 -1.487  -0.56
H2 0.052 2.589 0.150  0.41
H3 2.283 -1.188 0.281  0.34
H4 -1.049 -0.091 2.340  0.31
N1 -0.544 -1.685 -0.966  -0.54
H5 -1.327 -2.234 -1.270  0.24
N2 -0.136 0.647 -0.552  -0.02
H6 -0.054 -0.300 -2.398  0.26
O1 -1.873 2.052 -0.269  -0.55
H7 -0.593 -1.673 0.052  0.24
H8 -1.653 -0.036 -1.815  0.33
O2 -0.191 0.202 2.627  -0.64
O3 2.495 -0.306 0.662  -0.66
H9 0.859 0.507 -0.451  0.20
H10 2.822 -0.510 1.520  0.30
C2 -0.684 1.865 -0.218  -0.01

As for the SMILES: NCNC=O.O.O. The value obtained for the energy relative to the best compared isomer or geometry (same formula, charge and spin) is 114.77 kJ/mol. As for the HOMO-LUMO gap: 0.386 Eh. Its net charge is 0.

***

A molecular structure, C20H17BIrN6O2S3, computed with ωB97M-V/def2-TZVPD.

Each line ends with the Löwdin spin population.
Positions of all 50 atoms, in Å:
C1 0.002 -5.830 -0.349  0.00
C2 -2.704 3.358 -0.233  0.09
H1 2.493 0.946 5.332  0.00
N1 1.373 0.844 -0.020  0.48
C3 1.673 1.187 4.656  0.02
H2 0.274 2.794 4.296  0.00
H3 -1.553 -6.851 0.708  0.00
S1 -0.200 0.456 2.317  0.28
C4 1.173 0.764 -2.352  0.09
H4 0.500 -6.749 -0.628  0.00
C5 3.481 1.152 -1.383  0.05
C6 -1.292 -3.534 0.386  0.00
Ir1 -0.901 0.626 -0.019  1.47
C7 1.622 0.772 -3.701  0.12
C8 2.013 0.938 -1.259  0.36
B1 -0.829 -1.403 -0.009  -0.02
N2 -6.144 2.892 -0.457  0.07
C9 -3.188 4.694 -0.447  0.00
H5 -2.742 -4.762 1.383  0.00
C10 0.730 0.588 -4.717  0.02
N3 2.095 1.061 1.042  0.29
S2 -1.042 3.161 -0.115  0.42
H6 0.699 2.569 5.996  0.00
N4 -0.163 0.559 -2.083  0.28
C11 -1.836 -4.730 0.793  0.00
N5 -3.549 5.772 -0.616  0.01
C12 1.440 0.922 2.203  0.13
H7 1.450 -4.553 -1.343  0.00
H8 -2.048 0.206 -2.809  0.01
H9 2.673 0.917 -3.906  0.01
C13 -1.013 0.374 -3.088  0.02
C14 1.090 2.556 4.979  0.01
H10 3.701 1.952 -2.092  0.01
C15 -0.628 0.386 -4.415  0.17
C16 -1.162 -5.888 0.409  0.00
C17 0.544 -4.611 -0.755  0.00
H11 1.065 0.592 -5.746  0.00
H12 3.975 0.246 -1.744  0.02
O1 0.178 -2.163 -0.623  0.00
N6 2.193 1.100 3.303  0.11
C18 -0.131 -3.476 -0.369  0.00
C19 -3.645 2.312 -0.146  0.18
C20 -5.031 2.644 -0.311  0.01
H13 -1.366 0.233 -5.188  0.01
H14 0.916 0.412 4.776  0.01
H15 1.852 3.332 4.894  0.00
H16 3.132 1.420 3.119  0.00
H17 3.904 1.410 -0.417  0.00
O2 -1.741 -2.259 0.621  0.00
S3 -3.332 0.662 0.129  0.30

The value obtained for the energy relative to the best compared isomer or geometry (same formula, charge and spin) is 8.24 kJ/mol. As for the HOMO-LUMO gap (spin up / spin down): 0.213 / 0.198 Eh. Its net charge is 0. Its spin multiplicity is 6.

***

In order of appearance, calculated total energy = -1520.5320; -920.1796; -496.3581; -2698.9342; -10827.4344; -288.7779; -417.4298; -2575.0816 Eh.